Below is an isolated molecule of C5H5F4NO2S, with properties calculated with the ωB97M-V functional and the def2-TZVPD basis.

Summary:
* orbital gap: 10.116 eV
* multiplicity: 1
* HOMO: -9.73 eV
* energy above the lowest of the compared OMol25 structures with the same formula, charge and spin: 0.443 eV
* energy: -32555.6904 eV
* structure (SMILES): O=C(O)[C@@]1(F)CSCN1C(F)(F)F

Last column: natural (NBO) charge in e.
Element x y z (Å)
C: -0.38378 -1.80946 0.94668  0.78
C: -0.00089 -1.10379 -1.58617  -0.55
C: 0.23831 1.42944 -1.16132  -0.38
C: 0.36656 -0.67163 0.04974  0.40
C: 0.26323 1.36508 1.29959  1.10
N: 0.00140 0.65692 0.16782  -0.55
O: -1.67971 -1.57118 1.13776  -0.69
O: 0.27676 -2.74386 1.25914  -0.52
F: 1.73692 -0.92352 0.16889  -0.35
F: -0.76287 2.28637 1.39832  -0.36
F: 1.36370 2.19635 1.34235  -0.32
F: 0.13928 0.65715 2.41536  -0.30
S: -0.63745 0.39747 -2.35747  0.23
H: 0.88584 -1.35325 -2.09748  0.23
H: -0.79013 -1.87512 -1.68004  0.24
H: -0.32624 2.41110 -1.09753  0.27
H: 1.35645 1.26996 -1.30848  0.24
H: -2.04738 -0.61803 1.10284  0.53